[1]
DFT (the ωB97M-V functional and the def2-TZVPD basis) results for an isolated molecule of C4H7N3O.

The geometry in XYZ format:
```
15
Properties=species:S:1:pos:R:3:nbo_charge:R:1
C 1.12656 -1.97164 1.12202 -0.70
C -0.52803 1.71547 0.18302 0.41
C -0.60112 0.75849 -0.72937 0.07
C 0.51136 -0.63587 0.79538 0.66
N -0.98553 1.02947 -2.06118 -0.81
N -0.91612 2.67977 0.82350 -0.65
N -0.11019 -0.53149 -0.39289 -0.60
O 0.53825 0.34660 1.52685 -0.59
H -1.98397 0.93574 -2.20987 0.37
H -0.48309 0.45647 -2.72764 0.36
H -0.26407 3.38832 1.13293 0.37
H -0.13505 -1.27493 -1.07354 0.41
H 1.88565 -2.22782 0.38482 0.23
H 1.58418 -1.92304 2.10543 0.25
H 0.36118 -2.74553 1.12052 0.23
```

Calculated values
Gap between HOMO and LUMO (Eh): 0.2975
Maximum force (eV/A): 0.915
ΔE to the lowest compared entry with this formula, charge and spin (kcal per mole): 42.6
HOMO (eV): -7.47
Structure (SMILES): CC(=O)NC(N)=C=N
2S+1: 1
E_tot (eV): -10777.900


[2]
DFT (the ωB97M-V functional and the def2-TZVPD basis) results for a cluster of 11 separate species, C43H112N4O14 in total.

The geometry in XYZ format:
```
173
Properties=species:S:1:pos:R:3:lowdin_charge:R:1
C 24.74590 -18.18407 -27.33832 -0.09
O 25.02914 -17.97988 -25.96138 -0.21
C 25.92310 -18.88478 -25.34910 -0.23
C 26.57946 -18.11369 -24.23795 -0.24
N 27.28130 -16.92913 -24.72289 -0.03
C 28.03862 -16.34654 -23.61790 -0.21
C 29.04610 -15.30619 -24.10270 -0.22
O 28.39964 -14.41721 -24.97947 -0.18
C 29.17006 -13.96714 -26.05838 -0.12
H 23.66643 -18.07705 -27.45332 0.07
H 25.03407 -19.17907 -27.67768 0.09
H 25.23320 -17.38385 -27.89680 0.09
H 26.70724 -19.28132 -26.01279 0.12
H 25.37474 -19.78314 -25.03347 0.11
H 27.13988 -18.73136 -23.52743 0.11
H 25.73609 -17.88738 -23.55077 0.13
H 26.48378 -16.36851 -25.00850 0.11
H 28.52696 -17.21869 -23.17707 0.11
H 27.43844 -15.94983 -22.78726 0.10
H 29.85742 -15.85816 -24.59303 0.12
H 29.50568 -14.70779 -23.30433 0.12
H 28.97145 -14.43000 -27.03388 0.09
H 30.24032 -14.07449 -25.86664 0.08
H 28.95034 -12.91517 -26.26339 0.08
C 22.28325 -25.22054 -13.44592 -0.12
O 22.97452 -24.95265 -14.64251 -0.20
C 23.14630 -23.54523 -14.83213 -0.21
C 23.96224 -23.36318 -16.12275 -0.21
N 23.43411 -24.15490 -17.21626 -0.05
C 24.45828 -24.29888 -18.25887 -0.19
C 23.87963 -24.89213 -19.52376 -0.26
O 23.52320 -26.22770 -19.32561 -0.17
C 23.13458 -26.84334 -20.53036 -0.11
H 22.91742 -25.07107 -12.56726 0.09
H 21.89491 -26.23860 -13.48408 0.09
H 21.37812 -24.60848 -13.34647 0.09
H 23.74038 -23.23350 -13.96253 0.12
H 22.18843 -23.01712 -14.81982 0.11
H 24.97864 -23.56890 -15.77172 0.10
H 23.76914 -22.33679 -16.43572 0.09
H 23.16880 -25.09258 -16.93381 0.11
H 25.23908 -24.94100 -17.82177 0.13
H 24.93786 -23.33480 -18.43253 0.09
H 24.58957 -24.72260 -20.35512 0.12
H 23.02521 -24.31394 -19.91667 0.11
H 22.79710 -27.86074 -20.33009 0.09
H 24.00243 -26.93966 -21.19163 0.09
H 22.30074 -26.32453 -21.01331 0.09
C 29.93445 -20.83340 -11.75265 -0.10
O 30.12631 -19.79578 -12.68556 -0.21
C 31.28973 -19.88133 -13.46747 -0.22
C 31.30088 -21.06936 -14.44314 -0.21
N 30.12541 -20.96746 -15.33143 -0.03
C 29.51276 -22.27230 -15.64141 -0.20
C 28.35049 -22.01810 -16.59986 -0.18
O 27.32839 -21.18528 -16.04555 -0.24
C 26.85976 -21.54719 -14.77027 -0.11
H 29.06621 -20.54840 -11.16156 0.09
H 30.79064 -20.90016 -11.06792 0.09
H 29.80977 -21.81255 -12.22711 0.08
H 32.20435 -19.93808 -12.86364 0.12
H 31.39512 -18.95853 -14.03885 0.13
H 31.27117 -21.99151 -13.84383 0.11
H 32.27190 -21.04054 -14.94442 0.11
H 29.49237 -20.60826 -14.61094 0.07
H 29.11657 -22.75833 -14.74559 0.11
H 30.24177 -22.90460 -16.15068 0.13
H 27.84481 -22.97330 -16.80515 0.12
H 28.66703 -21.62022 -17.56109 0.11
H 25.92641 -21.05223 -14.51042 0.09
H 27.57028 -21.31607 -13.96932 0.08
H 26.65879 -22.62252 -14.71672 0.09
C 26.68554 -19.73182 -19.59664 -0.05
C 25.24508 -20.12191 -19.29608 -0.40
C 24.54906 -21.07534 -20.29184 -0.23
O 24.54449 -20.66215 -21.62730 -0.17
C 23.71940 -21.52296 -22.40768 -0.08
N 25.17492 -20.59857 -17.91209 0.10
H 26.97543 -18.94768 -18.88902 0.06
H 26.85316 -19.29095 -20.58025 0.08
H 27.41379 -20.53428 -19.44753 0.07
H 24.63050 -19.23757 -19.53370 0.13
H 23.53391 -21.14528 -19.87712 0.10
H 24.96734 -22.08765 -20.18244 0.11
H 24.17405 -22.51069 -22.28092 0.09
H 23.78035 -21.25920 -23.46175 0.07
H 22.68011 -21.43313 -22.08403 0.08
H 24.48134 -20.13404 -17.33181 0.06
H 26.04470 -20.22095 -17.55207 0.04
C 30.72939 -19.65144 -19.39801 -0.05
C 31.66910 -20.86346 -19.39082 -0.49
C 32.32534 -21.17330 -20.71751 -0.05
O 32.67925 -20.69249 -18.39662 -0.06
H 29.72374 -20.03039 -19.61671 0.06
H 30.96292 -19.00085 -20.24258 0.08
H 30.65679 -19.16036 -18.43096 0.08
H 31.06303 -21.71872 -19.05673 0.12
H 31.70288 -21.65002 -21.47648 0.08
H 33.24805 -21.75073 -20.69338 0.08
H 32.58596 -20.20713 -21.16688 0.08
H 32.28468 -20.53963 -17.53450 0.06
C 21.26892 -21.82477 -18.55816 -0.06
C 20.22066 -21.97735 -17.44075 -0.46
C 18.79916 -21.96505 -17.98944 -0.07
O 20.27238 -23.22334 -16.73666 -0.07
H 21.10614 -20.83301 -18.98371 0.06
H 21.37882 -22.59987 -19.31587 0.08
H 22.26269 -21.80488 -18.09570 0.05
H 20.39009 -21.21391 -16.67484 0.13
H 18.67990 -22.65479 -18.81807 0.08
H 18.46486 -20.96509 -18.30472 0.07
H 18.10433 -22.03597 -17.14852 0.08
H 21.14326 -23.63092 -16.77646 0.05
C 21.89261 -19.03104 -25.48688 -0.06
C 20.71246 -18.28315 -26.04372 -0.49
C 19.68405 -19.22108 -26.67001 -0.06
O 20.07620 -17.60361 -24.95578 -0.06
H 21.57196 -19.82415 -24.80860 0.08
H 22.64092 -18.34159 -25.10100 0.08
H 22.39450 -19.61368 -26.26730 0.08
H 21.00966 -17.54012 -26.79190 0.13
H 19.39855 -20.06590 -26.04107 0.08
H 20.13163 -19.66564 -27.56740 0.08
H 18.77421 -18.72178 -27.00890 0.08
H 19.15705 -17.40464 -25.14634 0.08
C 26.55313 -14.75371 -19.89760 -0.04
C 26.96185 -16.12906 -19.39191 -0.50
C 28.46181 -16.32465 -19.37427 -0.04
O 26.38632 -16.41210 -18.10964 -0.06
H 25.50970 -14.61937 -19.60760 0.07
H 26.64394 -14.65282 -20.97650 0.07
H 27.17226 -14.00725 -19.39367 0.09
H 26.52145 -16.86696 -20.08161 0.12
H 28.79171 -17.36695 -19.31761 0.06
H 28.83865 -15.90931 -18.43281 0.08
H 28.92327 -15.90227 -20.26658 0.08
H 27.09411 -16.89947 -17.66486 0.04
C 19.23199 -20.70952 -21.59441 -0.06
C 18.19456 -19.98933 -22.44745 -0.48
C 16.94453 -20.81695 -22.59108 -0.06
O 17.88853 -18.68058 -21.89903 -0.07
H 18.91797 -20.75855 -20.55199 0.06
H 20.29688 -20.49713 -21.70302 0.06
H 19.22344 -21.76474 -21.90247 0.08
H 18.60918 -19.66702 -23.40960 0.12
H 16.21027 -20.27363 -23.19187 0.08
H 16.43070 -20.96074 -21.63770 0.09
H 17.14863 -21.77858 -23.05593 0.08
H 18.73515 -18.31929 -21.61829 0.08
C 22.25626 -18.45792 -17.34914 -0.07
C 23.24214 -17.32897 -17.05930 -0.50
C 22.91428 -16.10680 -17.92902 -0.05
O 23.10518 -17.11995 -15.66006 -0.05
H 22.25825 -18.81798 -18.38208 0.07
H 21.21688 -18.20759 -17.12354 0.09
H 22.43946 -19.34576 -16.73504 0.07
H 24.26154 -17.64556 -17.30859 0.10
H 23.25137 -16.33998 -18.93711 0.08
H 23.40166 -15.20505 -17.55331 0.08
H 21.84088 -15.91512 -17.88655 0.08
H 23.58687 -16.31666 -15.42908 0.09
C 28.38741 -16.17928 -15.18376 -0.04
C 27.96424 -17.64949 -15.08604 -0.46
C 26.51360 -17.87328 -14.66289 -0.03
O 28.22312 -18.27332 -16.34092 -0.08
H 29.22222 -16.07217 -15.88002 0.07
H 28.78751 -15.96797 -14.19018 0.08
H 27.64337 -15.45296 -15.50569 0.08
H 28.58541 -18.13473 -14.32744 0.12
H 26.47658 -18.83716 -14.15479 0.06
H 25.82790 -17.91857 -15.51364 0.07
H 26.10872 -17.06947 -14.04573 0.08
H 28.15366 -19.23822 -16.31097 0.05
```

Calculated values
Gap between HOMO and LUMO (Eh): 0.3428
Maximum force (eV/A): 2.130
ΔE to the lowest compared entry with this formula, charge and spin (kcal per mole): 0.0
HOMO (eV): -8.89
Structure (SMILES): COC[C@H](C)N.COCCNCCOC.COCCNCCOC.COCCNCCOC.CC(C)O.CC(C)O.CC(C)O.CC(C)O.CC(C)O.CC(C)O.CC(C)O
2S+1: 1
E_tot (eV): -81026.179


[3]
DFT (the ωB97M-V functional and the def2-TZVPD basis) results for the ion C4H10NOS with charge +1.

The geometry in XYZ format:
```
17
Properties=species:S:1:pos:R:3:nbo_charge:R:1
C -1.94444 -0.19680 1.47569 -0.27
O -1.89398 1.15615 1.04334 -0.47
C -1.07313 1.46305 0.00758 -0.13
S 0.70270 0.89900 0.09927 0.56
C 0.76257 -0.71382 -0.75802 -0.59
C 2.00980 -0.80079 -1.62351 0.09
N 3.19159 -0.63952 -1.22676 -0.50
H -2.03672 -0.89115 0.63889 0.18
H -2.82931 -0.29172 2.09595 0.24
H -1.08245 -0.44723 2.09672 0.17
H -1.41265 1.07779 -0.95973 0.21
H -0.98968 2.54599 -0.05528 0.25
H 0.89086 0.58128 1.38823 0.19
H 0.78138 -1.49147 0.00263 0.28
H -0.15828 -0.78102 -1.32974 0.26
H 1.83144 -1.04760 -2.66673 0.21
H 3.25029 -0.42216 -0.22853 0.32
```

Calculated values
Gap between HOMO and LUMO (Eh): 0.3869
Maximum force (eV/A): 0.865
ΔE to the lowest compared entry with this formula, charge and spin (kcal per mole): 79.7
HOMO (eV): -14.51
2S+1: 1
Total charge: +1
E_tot (eV): -18673.652


[4]
DFT (the ωB97M-V functional and the def2-TZVPD basis) results for a cluster of 2 separate species, C11H15N in total.

The geometry in XYZ format:
```
27
Properties=species:S:1:pos:R:3:nbo_charge:R:1
C -1.86308 -0.80084 -3.64021 -0.63
C 0.52110 -1.92356 -0.95856 0.14
C -0.51966 -1.04096 -1.47234 -0.10
C -0.88715 -1.53951 -2.68807 -0.07
C -0.09762 -2.70330 -2.98489 -0.04
C 0.17671 -0.94319 1.17724 -0.23
C 0.87141 -1.84784 0.36910 -0.24
C -0.75048 0.00852 0.62952 -0.23
C -1.02010 -0.00852 -0.69834 -0.21
N 0.82204 -2.85420 -1.99967 -0.51
H 0.46423 -0.95227 2.23651 0.21
H 1.76306 -2.29570 0.73112 0.21
H -1.16199 0.88230 1.19669 0.22
H -1.52426 0.81750 -1.25840 0.21
H 1.24603 -3.70748 -2.02864 0.40
H -0.19725 -3.44991 -3.79511 0.21
H -2.78702 -1.36344 -3.55842 0.22
H -1.42097 -0.96253 -4.60772 0.22
H -1.88579 0.25672 -3.28427 0.22
C 1.57058 2.57952 3.29827 -0.63
C 0.43292 3.55789 3.41545 -0.63
H 2.57068 3.01613 3.29243 0.21
H 1.65374 1.73694 4.00083 0.21
H 1.49475 1.97165 2.33772 0.21
H -0.11530 3.37304 4.42112 0.21
H -0.10006 3.59445 2.47043 0.22
H 0.74347 4.59857 3.39821 0.21
```

Calculated values
Gap between HOMO and LUMO (Eh): 0.3059
Maximum force (eV/A): 4.287
ΔE to the lowest compared entry with this formula, charge and spin (kcal per mole): 46.6
HOMO (eV): -7.37
Structure (SMILES): Cc1c[nH]c2ccccc12.CC
2S+1: 1
E_tot (eV): -13138.772